Entry 1:
Below is a cluster of 2 separate species, CH6OS2 in total in a non-equilibrium geometry, with properties calculated with ωB97M-V/def2-TZVPD.

## Properties
HOMO level: -8.8 eV
Gap between HOMO and LUMO: 8.91 eV
SMILES: CO.SS
Energy relative to the best compared isomer or geometry (same formula, charge and spin): 98.0 kJ/mol
Maximum force: 0.0302 hartree/bohr

The geometry in XYZ format:
```
10
Properties=species:S:1:pos:R:3:lowdin_charge:R:1
S 0.45954 -1.39008 -1.76820 0.216
S 1.18087 -3.38512 -1.65950 0.205
H 0.78484 -1.13513 -0.49066 -0.221
H 1.06802 -3.60325 -0.31522 -0.193
C -0.39086 1.77434 0.49881 -0.177
O -1.61323 1.28875 1.01573 -0.093
H 0.49166 1.30834 0.93869 0.073
H -0.27465 2.84434 0.69655 0.077
H -0.30627 1.64256 -0.58191 0.066
H -1.39993 0.65525 1.66570 0.048
```

***

Entry 2:
Below is a structure of composition C44H31Cl5O3P2PtS, with properties calculated with ωB97M-V/def2-TZVPD.

## Properties
Total charge: +2
HOMO level (alpha / beta): -11.1 / -14.1 eV
Gap between HOMO and LUMO (alpha / beta): 5.88 / 5.86 eV
Energy relative to the best compared isomer or geometry (same formula, charge and spin): 108.6 kJ/mol
Maximum force: 0.0025 hartree/bohr
Spin multiplicity: 5

The geometry in XYZ format:
```
87
Properties=species:S:1:pos:R:3:mulliken_spin:R:1
Pt 0.24564 -0.14922 0.05578 1.043
O -2.17028 -2.61887 -2.61403 0.140
S -1.92516 -1.67858 -1.51656 0.078
C -3.11168 -0.35576 -1.66404 0.026
C -4.39143 -0.66899 -2.09795 0.005
C -5.31656 0.35097 -2.25827 0.004
C -4.95011 1.66852 -2.01538 0.004
C -3.64799 1.97900 -1.64929 0.005
C -2.70694 0.96490 -1.48021 0.063
P -0.95608 1.36927 -1.27969 0.156
C -0.87508 2.97491 -0.47323 0.018
C -1.59917 3.16736 0.70708 0.027
C -1.42980 4.33144 1.43696 -0.004
C -0.53380 5.30337 0.99808 0.023
C 0.17832 5.11609 -0.17762 -0.011
C 0.01390 3.95095 -0.91550 0.031
C -0.24571 1.45972 -2.92642 0.036
C 1.14367 1.36215 -3.04612 0.009
C 1.73500 1.44411 -4.29569 0.000
C 0.94402 1.60635 -5.42711 0.006
C -0.43606 1.69139 -5.31092 -0.002
C -1.03634 1.62038 -4.06215 0.006
C -2.33733 -2.49689 0.02622 -0.050
C -3.62876 -2.83859 0.38880 0.005
C -3.82565 -3.59388 1.53725 0.013
C -2.74201 -4.01233 2.29805 -0.003
C -1.44655 -3.67844 1.92454 0.004
C -1.23876 -2.92120 0.77941 0.037
P 0.39957 -2.41392 0.21520 0.076
C 2.12796 -1.86520 2.12056 0.347
C 4.10630 -0.38620 2.00771 0.255
C 3.96361 0.37719 3.22956 0.122
C 3.12276 0.17264 4.26636 0.045
C 2.10241 -0.83221 4.39995 0.306
C 1.67176 -1.69623 3.42884 -0.069
C 0.82224 -3.37804 -1.21592 0.013
C 1.19866 -2.74521 -2.39889 0.003
C 1.52250 -3.50902 -3.50785 0.007
C 1.47260 -4.89394 -3.43044 0.001
C 1.09846 -5.52573 -2.24921 0.002
C 0.76802 -4.77158 -1.13775 0.008
H -4.64745 -1.69460 -2.33255 0.000
H -6.32130 0.11782 -2.58411 0.001
H -5.67203 2.46365 -2.14523 0.000
H -3.35713 3.01357 -1.52086 0.001
H -2.29632 2.41209 1.05260 -0.001
H -2.00420 4.48867 2.34155 0.003
H -0.40527 6.21493 1.56794 0.000
H 0.86118 5.87913 -0.52703 0.001
H 0.57456 3.80927 -1.83080 0.003
H 1.76040 1.22787 -2.16344 0.001
H 2.81091 1.37649 -4.38843 0.000
H 1.40635 1.66346 -6.40362 0.000
H -1.04917 1.81313 -6.19362 0.000
H -2.11418 1.68792 -3.98249 0.001
H -4.47641 -2.51917 -0.20084 0.000
H -4.83105 -3.85780 1.83635 0.001
H -2.90462 -4.60766 3.18665 0.000
H -0.60208 -4.01564 2.51158 -0.001
H 4.98034 -0.13277 1.42008 0.013
H 4.68064 1.18361 3.34189 0.010
H 3.24361 0.83068 5.12147 0.006
H 1.60711 -0.89691 5.36009 0.011
H 0.85063 -2.35205 3.70113 0.019
H 1.22443 -1.66163 -2.45474 -0.001
H 1.80871 -3.02610 -4.43242 0.000
H 1.72300 -5.48873 -4.29888 0.000
H 1.05929 -6.60541 -2.19902 0.000
H 0.46932 -5.26388 -0.21935 0.000
Cl 1.01851 4.08620 6.15148 0.087
C 1.08540 3.33883 4.64324 0.219
C 0.18581 2.27497 4.34837 -0.001
Cl -0.94564 1.78870 5.52772 -0.001
C 0.23022 1.65446 3.13046 0.066
Cl -0.86728 0.39068 2.76911 0.043
C 1.19823 2.05499 2.13385 0.221
O 1.29826 1.53937 0.99922 0.314
C 2.10006 3.14268 2.47149 0.152
Cl 3.24647 3.57992 1.30302 0.047
C 2.03462 3.76903 3.69018 -0.023
Cl 3.09827 5.04754 4.06542 -0.011
C 3.70790 -1.98444 0.17437 0.020
C 3.31466 -1.37046 1.49456 -0.061
O 1.40833 -2.84601 1.38223 0.077
H 4.74207 -1.74545 -0.05974 -0.003
H 3.08901 -1.59402 -0.64097 -0.007
H 3.58970 -3.06763 0.18196 0.004
```

***

Entry 3:
Below is an isolated molecule of C5H7NO2, with properties calculated with ωB97M-V/def2-TZVPD.

## Properties
HOMO level: -9.8 eV
Gap between HOMO and LUMO: 9.50 eV
SMILES: [H]/N=C(/C=O)CC(C)=O
Energy relative to the best compared isomer or geometry (same formula, charge and spin): 97.9 kJ/mol
Maximum force: 0.0161 hartree/bohr

The geometry in XYZ format:
```
15
Properties=species:S:1:pos:R:3:lowdin_charge:R:1
C -0.79720 -0.19985 -0.73423 -0.065
C 0.95127 -1.47681 0.62167 -0.007
C 0.49175 -1.02377 -0.73844 -0.478
C -0.72646 1.03916 0.11062 -0.361
C 0.51691 1.86386 -0.03147 -0.197
N -1.58463 1.47289 0.92578 0.177
O 1.03193 -1.34468 -1.76166 0.095
O 1.52553 1.46969 -0.54105 0.102
H -2.42115 0.90284 1.04739 0.070
H 0.41775 2.87045 0.41383 0.125
H -1.61567 -0.83907 -0.39259 0.130
H -0.99729 0.10761 -1.76280 0.136
H 0.59401 -2.50332 0.77692 0.096
H 2.04671 -1.49995 0.64611 0.097
H 0.56653 -0.83903 1.41994 0.079
```

***

Entry 4:
Below is a structure of composition C23H21MgN3O7S2 in a non-equilibrium geometry, with properties calculated with ωB97M-V/def2-TZVPD.

## Properties
HOMO level: -8.5 eV
Gap between HOMO and LUMO: 8.38 eV
Energy relative to the best compared isomer or geometry (same formula, charge and spin): 46.4 kJ/mol
Maximum force: 0.0686 hartree/bohr

The geometry in XYZ format:
```
57
Properties=species:S:1:pos:R:3:lowdin_charge:R:1
Mg 1.76263 1.31674 0.57580 0.805
O 4.25767 -1.01163 -1.67776 0.146
C 3.61254 -0.04446 -0.97128 -0.382
O 2.40369 -0.07924 -0.74408 0.072
C 4.55904 1.08478 -0.61813 -0.066
O 3.98045 2.02534 0.29133 -0.183
C 4.43122 2.19981 1.68962 -0.051
C 3.87493 0.98676 2.45080 -0.590
O 4.75005 0.38807 3.11793 0.031
O 2.57850 0.88779 2.31857 -0.098
H 3.60975 -1.53068 -2.16344 0.137
H 4.90181 1.60200 -1.50268 0.147
H 5.46519 0.61552 -0.21118 0.160
H 3.84568 3.01789 2.11368 0.134
H 5.52831 2.33408 1.79529 0.142
C -6.72755 -0.68691 -1.20499 -0.052
C -5.51995 -0.04135 -0.63906 -0.278
C -5.68600 0.84585 0.43169 -0.022
C -4.55434 1.37375 1.08160 -0.029
C -3.29925 1.03783 0.56101 -0.262
C -3.18005 0.27158 -0.57347 -0.088
C -4.27060 -0.19761 -1.22723 -0.038
S -1.75432 1.50084 1.45136 0.694
O -1.45914 0.36424 2.28293 -0.324
O -2.07038 2.84836 2.00351 -0.344
N -0.42889 1.57104 0.42184 -0.127
C -0.27123 2.59129 -0.40266 -0.477
C -1.28762 3.55384 -0.67311 0.003
C -1.00539 4.61186 -1.53581 -0.053
C 0.25810 4.65634 -2.16191 -0.081
C 1.18683 3.70169 -1.76569 -0.130
N 0.95907 2.80390 -0.80738 0.041
H -7.13348 -0.23677 -2.10451 0.085
H -7.45332 -0.59883 -0.43051 0.062
H -6.49316 -1.75457 -1.39056 0.097
H -6.67942 1.18172 0.64570 0.107
H -4.59610 2.10357 1.90358 0.121
H -2.15645 0.08920 -0.89566 0.114
H -4.09101 -0.68794 -2.15900 0.115
H -2.16197 3.58743 -0.02361 0.093
H -1.66458 5.46742 -1.70572 0.111
H 0.52596 5.52702 -2.78811 0.107
H 2.19507 3.73040 -2.17984 0.111
S -0.90075 -3.31452 0.91113 1.047
C 0.26216 -2.18209 1.47583 -0.449
N 1.50737 -2.38997 1.17691 0.057
C 1.62882 -3.61403 0.53539 -0.306
C 2.86823 -4.25162 0.20673 -0.032
C 2.90305 -5.64906 0.03044 -0.073
C 1.64097 -6.40025 0.08723 -0.080
C 0.39695 -5.72379 0.11995 -0.105
C 0.38819 -4.33332 0.33688 -0.469
H -0.16869 -1.49194 2.17284 0.050
H 3.76571 -3.68366 0.20801 0.087
H 3.87723 -6.21124 -0.07840 0.111
H 1.63875 -7.50962 0.12267 0.100
H -0.55029 -6.25283 0.11552 0.099
```